Entry 1:
{"formula": "C2H12O3S", "method": "ωB97M-V/def2-TZVPD", "elements": ["S", "O", "H", "H", "H", "C", "H", "H", "O", "O", "H", "H", "C", "H", "H", "H", "H", "H"], "xyz": [[1.423, 0.281, 1.040], [-1.306, -2.074, -1.430], [0.257, 0.987, 3.028], [-2.317, -0.280, -0.332], [-0.010, 1.520, -0.447], [0.071, 0.281, 2.211], [-2.288, 1.103, -1.064], [1.693, 1.895, -0.690], [1.519, -1.526, -1.727], [-2.006, 0.631, -0.273], [2.165, -1.065, -2.272], [0.755, 2.541, 0.722], [0.934, 1.714, 0.056], [1.682, -1.178, -0.835], [-0.357, -1.898, -1.498], [-1.420, -2.772, -0.782], [0.038, -0.727, 2.613], [-0.833, 0.566, 1.683]], "lowdin_charge": [0.765, -0.061, 0.039, 0.029, 0.007, -0.413, 0.052, 0.030, -0.082, -0.074, 0.050, 0.034, -0.396, -0.049, -0.007, 0.038, 0.030, 0.009], "smiles": "CSC.O.O.O", "gap_ev": 9.28, "total_charge": 0, "largest_force_ev_per_a": 0.703, "de_lowest_kcal_mol": 5.37}

---

Entry 2:
{"formula": "C2H12O4", "method": "ωB97M-V/def2-TZVPD", "elements": ["O", "H", "H", "C", "O", "H", "H", "H", "O", "H", "H", "H", "H", "H", "C", "O", "H", "H"], "xyz": [[-0.538, -0.547, 2.394], [1.414, -1.944, -2.584], [1.615, -0.985, 0.678], [0.874, -1.005, -2.331], [-1.660, 2.443, 2.211], [-0.910, 1.979, 2.571], [-0.168, -1.365, -2.137], [-1.373, 0.200, -0.937], [-1.546, 0.393, -0.067], [-0.553, -1.308, 2.963], [0.706, -0.256, -3.184], [1.004, 0.942, -1.228], [2.563, -0.063, -1.169], [-0.641, 0.543, 0.342], [1.431, -0.064, -1.179], [1.164, -0.329, 0.158], [-2.080, 1.920, 1.606], [-1.302, -0.555, 1.892]], "lowdin_charge": [-0.011, 0.069, 0.090, -0.077, -0.014, 0.020, 0.062, -0.025, -0.038, 0.047, 0.091, 0.109, 0.127, 0.047, -0.308, -0.120, -0.048, -0.020], "smiles": "CCO.O.O.O", "gap_ev": 11.03, "total_charge": 0, "largest_force_ev_per_a": 4.206, "de_lowest_kcal_mol": 36.20}

---

Entry 3:
{"formula": "C2H12O5", "method": "ωB97M-V/def2-TZVPD", "elements": ["H", "O", "H", "O", "H", "O", "H", "H", "C", "O", "H", "C", "H", "H", "H", "H", "H", "O", "H"], "xyz": [[2.428, 1.579, -1.389], [-0.136, 2.093, 1.075], [0.316, -3.175, 0.645], [-0.670, -0.228, 2.456], [-1.270, -1.491, -1.847], [1.554, 1.993, -1.484], [-0.185, 1.247, 1.475], [1.230, -2.063, 0.429], [0.198, -0.060, -1.553], [0.983, -0.737, -2.100], [-1.409, -0.659, 2.905], [-1.222, -0.522, -1.378], [-0.485, 2.768, 1.647], [-0.473, -0.819, 1.750], [0.527, 0.932, -1.102], [-1.262, -0.924, -0.363], [1.298, 2.176, -0.571], [0.557, -2.332, 1.031], [-1.979, 0.224, -1.626]], "lowdin_spin": [0.005, 0.004, 0.000, 0.000, 0.003, 0.164, 0.000, 0.000, 0.185, 0.449, 0.000, 0.111, 0.000, 0.000, 0.076, 0.001, -0.001, 0.000, 0.002], "gap_ev": [10.31, 6.42], "multiplicity": 2, "total_charge": 1, "s_squared": 0.756, "largest_force_ev_per_a": 2.756, "de_lowest_kcal_mol": 33.05}

---

Entry 4:
{"formula": "C2H12O6", "method": "ωB97M-V/def2-TZVPD", "elements": ["O", "H", "O", "H", "H", "H", "O", "H", "H", "H", "C", "H", "H", "H", "H", "O", "O", "C", "O", "H"], "xyz": [[-0.019, -0.629, -2.104], [-0.265, 2.276, -1.424], [0.776, -0.101, 3.242], [-1.004, 1.568, 1.147], [0.512, -2.783, -0.847], [-0.352, 1.775, 2.384], [-0.804, 1.936, -2.147], [3.073, -0.545, 1.078], [0.433, -0.956, 2.972], [-1.636, 1.701, -1.696], [-0.614, -1.001, -0.983], [2.238, 0.013, -0.165], [-0.388, -2.321, 0.632], [-1.166, -3.090, -0.851], [-0.348, 0.209, -2.546], [-1.337, -0.162, -0.458], [-0.467, 2.266, 1.556], [-0.389, -2.388, -0.450], [2.231, -0.543, 0.622], [1.243, 0.233, 2.427]], "lowdin_charge": [0.080, 0.055, -0.077, 0.011, 0.069, 0.015, -0.051, 0.052, 0.026, 0.059, -0.568, 0.054, 0.082, 0.112, 0.114, 0.031, -0.072, 0.020, -0.039, 0.028], "smiles": "CC(=O)O.O.O.O.O", "gap_ev": 10.76, "total_charge": 0, "largest_force_ev_per_a": 2.845, "de_lowest_kcal_mol": 16.50}

---

Entry 5:
{"formula": "C2H13BN3Zn", "method": "ωB97M-V/def2-TZVPD", "elements": ["H", "H", "H", "N", "H", "C", "N", "H", "H", "H", "Zn", "H", "H", "C", "N", "H", "B", "H", "H", "H"], "xyz": [[1.267, -1.476, -2.586], [-1.200, -2.312, -1.841], [-1.660, -2.703, -0.309], [1.126, -0.594, -2.085], [-2.863, 3.026, 1.067], [2.112, -0.489, 1.074], [-1.296, -1.943, -0.889], [1.615, 0.455, 0.834], [1.580, -1.533, 0.825], [3.111, -0.499, 0.619], [0.410, -0.873, -0.124], [2.017, -0.094, -2.095], [-0.994, 3.596, 1.562], [-1.255, 1.519, 0.784], [-0.811, 0.637, 0.157], [-2.011, -1.207, -0.911], [-1.818, 2.695, 1.601], [-2.004, 2.315, 2.748], [2.228, -0.490, 2.170], [0.447, -0.029, -2.600]], "lowdin_charge": [-0.009, -0.014, 0.008, -0.069, 0.001, -0.293, -0.073, 0.001, -0.017, 0.019, 0.103, 0.008, 0.001, -0.260, 0.035, 0.003, -0.493, 0.003, 0.037, 0.008], "gap_ev": 3.04, "total_charge": -1, "largest_force_ev_per_a": 3.371}

---

Entry 6:
{"formula": "C2H13N2O2", "method": "ωB97M-V/def2-TZVPD", "elements": ["O", "H", "H", "H", "N", "H", "H", "N", "H", "H", "H", "H", "C", "H", "C", "H", "O", "H", "H"], "xyz": [[-0.140, -0.881, 2.953], [-0.890, -0.556, 3.429], [2.265, 0.925, -2.598], [-0.052, 0.429, 1.701], [-0.134, -1.615, -0.308], [-0.035, 2.115, 1.039], [1.476, 2.219, -2.598], [0.004, 0.943, 0.871], [-0.955, -2.216, -0.338], [0.168, -0.414, -1.987], [-0.155, -1.826, 3.032], [0.914, 0.670, 0.458], [-0.924, 0.580, -0.271], [-1.989, 0.392, 0.096], [-0.574, -0.593, -1.332], [-1.544, -0.686, -1.830], [1.529, 1.426, -2.080], [-0.990, 1.608, -0.884], [0.578, -2.237, -0.822]], "lowdin_charge": [-0.021, 0.053, 0.118, 0.036, -0.012, 0.271, 0.035, 0.145, 0.071, 0.034, 0.061, 0.147, -0.173, 0.135, -0.200, 0.119, -0.080, 0.146, 0.115], "gap_ev": 10.80, "total_charge": 1, "largest_force_ev_per_a": 6.202, "de_lowest_kcal_mol": 52.93}

---

Entry 7:
{"formula": "C2H13NO3", "method": "ωB97M-V/def2-TZVPD", "elements": ["H", "H", "N", "H", "H", "O", "H", "H", "O", "H", "C", "C", "H", "O", "H", "H", "H", "H", "H"], "xyz": [[-1.697, -0.086, 1.335], [2.381, -1.414, 0.550], [0.470, 0.008, -1.962], [-1.165, -0.177, -1.219], [-1.919, -1.474, -0.754], [-1.217, 0.080, 2.189], [0.779, 0.367, 0.109], [-1.377, 2.296, 2.166], [-1.328, 3.206, 1.880], [0.869, 0.756, -2.514], [1.730, -1.423, -0.322], [1.337, -0.042, -0.738], [-2.219, 3.497, 1.921], [-1.814, -0.532, -0.545], [2.191, 0.614, -0.909], [0.851, -2.038, -0.118], [0.562, -0.899, -2.423], [2.340, -1.983, -1.048], [-0.772, -0.756, 2.404]], "lowdin_charge": [0.019, 0.074, -0.026, 0.013, 0.048, -0.092, 0.094, -0.010, -0.044, 0.078, -0.119, -0.314, 0.010, -0.102, 0.107, 0.069, 0.081, 0.075, 0.040], "smiles": "CCN.O.O.O", "gap_ev": 10.82, "total_charge": 0, "largest_force_ev_per_a": 1.333, "de_lowest_kcal_mol": 13.84}

---

Entry 8:
{"formula": "C2H13NO3", "method": "ωB97M-V/def2-TZVPD", "elements": ["H", "H", "N", "H", "H", "H", "O", "H", "O", "H", "H", "O", "H", "C", "H", "H", "H", "H", "C"], "xyz": [[2.058, -2.486, -1.262], [-0.126, -0.916, -1.969], [-0.112, 1.882, -0.632], [0.818, -0.395, -0.883], [1.283, -1.355, 2.035], [-1.722, 2.598, 1.527], [2.616, -2.886, -0.594], [-1.976, 2.771, -1.227], [0.420, -1.189, -1.223], [-2.164, 0.901, 1.159], [0.064, -0.935, 1.323], [0.445, -0.920, 2.209], [0.148, 1.125, -1.237], [-1.566, 1.993, -0.589], [-2.073, 1.088, -0.975], [-3.299, 2.017, 0.652], [2.188, -3.111, 0.231], [0.340, 1.702, 0.258], [-2.226, 1.943, 0.831]], "lowdin_charge": [-0.002, 0.063, -0.007, 0.013, 0.025, 0.066, -0.061, 0.091, -0.042, 0.061, 0.005, -0.052, 0.015, -0.332, 0.092, 0.070, 0.021, 0.067, -0.093], "smiles": "CCN.O.O.O", "gap_ev": 10.00, "total_charge": 0, "largest_force_ev_per_a": 2.294, "de_lowest_kcal_mol": 36.27}

---

Entry 9:
{"formula": "C2H13NO3S", "method": "ωB97M-V/def2-TZVPD", "elements": ["H", "H", "H", "C", "S", "H", "H", "N", "O", "C", "H", "H", "O", "O", "H", "H", "H", "H", "H", "H"], "xyz": [[-0.923, 0.359, 0.918], [1.126, 3.365, 1.747], [0.946, 3.009, 3.238], [0.742, -0.639, 0.100], [1.294, 0.955, -0.551], [0.222, -0.049, 2.179], [0.269, -1.127, -0.746], [-0.911, -1.673, 1.617], [-2.655, -0.583, -1.980], [-0.237, -0.425, 1.267], [1.051, -0.866, -3.395], [-2.302, -1.246, -2.568], [0.225, -0.440, -3.576], [1.178, 2.632, 2.378], [-0.745, -1.972, 2.568], [0.229, 0.485, -3.343], [-0.692, -2.444, 0.999], [1.639, -1.067, 0.546], [1.470, 1.675, 0.600], [-1.926, 0.049, -1.998]], "lowdin_charge": [0.089, 0.043, 0.052, -0.553, 0.693, 0.098, 0.052, -0.010, -0.057, -0.363, 0.027, 0.018, -0.053, -0.087, 0.058, 0.012, 0.058, 0.066, -0.157, 0.012], "smiles": "NCCS.O.O.O", "gap_ev": 9.28, "total_charge": 0, "largest_force_ev_per_a": 2.346, "de_lowest_kcal_mol": 15.89}

---

Entry 10:
{"formula": "C2H13NO3S", "method": "ωB97M-V/def2-TZVPD", "elements": ["C", "H", "C", "O", "H", "O", "H", "H", "H", "H", "N", "H", "H", "H", "H", "H", "S", "O", "H", "H"], "xyz": [[-1.886, -1.300, 0.824], [-2.595, -1.875, 0.175], [-1.214, 0.018, 0.298], [3.515, 5.163, -1.880], [-0.931, -3.307, 0.412], [0.320, -0.030, 3.427], [1.216, -2.678, -2.267], [3.568, 4.245, -2.136], [0.044, 0.053, 4.332], [1.039, -0.764, 3.473], [-1.111, -0.035, -1.179], [-1.875, 0.275, -1.563], [-1.794, 0.831, 0.703], [4.262, 5.637, -2.200], [-2.412, -0.948, 1.773], [0.190, -1.524, -1.978], [-0.600, -2.478, 1.432], [0.780, -1.864, -2.666], [-0.384, 0.532, -1.530], [-0.130, 0.049, 0.550]], "lowdin_charge": [-0.531, 0.079, -0.308, -0.043, -0.148, -0.108, 0.062, 0.029, 0.016, 0.083, 0.016, 0.001, 0.093, 0.013, 0.068, -0.030, 0.653, -0.110, 0.067, 0.098], "smiles": "NCCS.O.O.O", "gap_ev": 9.53, "total_charge": 0, "largest_force_ev_per_a": 6.394, "de_lowest_kcal_mol": 28.46}

---

Entry 11:
{"formula": "C2H13NO3S", "method": "ωB97M-V/def2-TZVPD", "elements": ["H", "H", "S", "C", "N", "H", "H", "O", "H", "H", "H", "H", "H", "H", "H", "O", "H", "H", "O", "C"], "xyz": [[-1.619, -1.163, -1.107], [-0.848, 1.709, 3.489], [2.262, 0.428, 1.080], [1.358, 0.067, -0.462], [-0.623, -1.012, -1.225], [-2.471, 3.317, 0.304], [0.749, -3.089, -1.181], [0.816, -3.951, -0.752], [1.720, -0.750, -1.085], [-3.131, 2.071, -0.272], [-0.599, 0.903, -0.173], [1.582, 0.968, -1.056], [0.818, -4.563, -1.496], [0.391, 1.707, 2.549], [3.502, 0.061, 0.680], [-0.532, 1.944, 2.586], [-0.331, -0.601, 0.765], [-0.528, -0.567, -2.126], [-2.356, 2.617, -0.334], [-0.162, -0.095, -0.184]], "lowdin_spin": [0.003, 0.000, 0.773, 0.090, 0.046, 0.000, 0.000, 0.001, 0.009, 0.000, 0.001, 0.040, 0.000, 0.000, 0.027, 0.000, 0.001, 0.001, 0.000, 0.009], "gap_ev": [9.94, 4.72], "multiplicity": 2, "total_charge": 1, "s_squared": 0.753, "largest_force_ev_per_a": 1.366, "de_lowest_kcal_mol": 3.66}

---

Entry 12:
{"formula": "C2H13NO4", "method": "ωB97M-V/def2-TZVPD", "elements": ["H", "H", "O", "H", "H", "H", "H", "O", "N", "H", "H", "O", "C", "H", "H", "C", "H", "H", "O", "H"], "xyz": [[-1.279, 0.719, 1.656], [-2.820, -0.551, 0.298], [-1.501, 0.786, 0.715], [-3.810, -1.293, -0.593], [2.789, 0.448, -0.100], [0.101, -1.347, 1.243], [-0.058, 3.197, -1.174], [-0.682, -3.118, -0.291], [1.292, 1.912, -0.410], [1.210, 2.566, -2.388], [-0.308, -3.656, 0.412], [-3.066, -1.442, -0.002], [0.795, 2.554, -1.376], [0.479, -2.118, 2.392], [3.405, 2.072, -0.549], [2.633, 1.336, -0.709], [-1.515, -2.774, 0.063], [-0.608, 0.949, 0.389], [0.392, -1.182, 2.153], [2.552, 0.941, -1.727]], "lowdin_charge": [0.054, 0.008, -0.062, 0.045, 0.064, 0.007, 0.071, -0.063, -0.089, 0.078, 0.028, -0.064, -0.078, 0.038, 0.074, -0.116, -0.001, 0.003, -0.068, 0.070], "smiles": "C=NC.O.O.O.O", "gap_ev": 10.80, "total_charge": 0, "largest_force_ev_per_a": 2.200, "de_lowest_kcal_mol": 28.37}

---

Please write out number 11 again, unchanged.
{"formula": "C2H13NO3S", "method": "ωB97M-V/def2-TZVPD", "elements": ["H", "H", "S", "C", "N", "H", "H", "O", "H", "H", "H", "H", "H", "H", "H", "O", "H", "H", "O", "C"], "xyz": [[-1.619, -1.163, -1.107], [-0.848, 1.709, 3.489], [2.262, 0.428, 1.080], [1.358, 0.067, -0.462], [-0.623, -1.012, -1.225], [-2.471, 3.317, 0.304], [0.749, -3.089, -1.181], [0.816, -3.951, -0.752], [1.720, -0.750, -1.085], [-3.131, 2.071, -0.272], [-0.599, 0.903, -0.173], [1.582, 0.968, -1.056], [0.818, -4.563, -1.496], [0.391, 1.707, 2.549], [3.502, 0.061, 0.680], [-0.532, 1.944, 2.586], [-0.331, -0.601, 0.765], [-0.528, -0.567, -2.126], [-2.356, 2.617, -0.334], [-0.162, -0.095, -0.184]], "lowdin_spin": [0.003, 0.000, 0.773, 0.090, 0.046, 0.000, 0.000, 0.001, 0.009, 0.000, 0.001, 0.040, 0.000, 0.000, 0.027, 0.000, 0.001, 0.001, 0.000, 0.009], "gap_ev": [9.94, 4.72], "multiplicity": 2, "total_charge": 1, "s_squared": 0.753, "largest_force_ev_per_a": 1.366, "de_lowest_kcal_mol": 3.66}